Entry 1:
DFT (ωB97M-V/def2-TZVPD) results for a structure of composition C27H45AgCl2N5OSSi3Te at a distorted geometry.

Structure (ORCA input):
```
! RIJCOSX wB97M-V def2-TZVPD def2/J DEFGRID3
* xyz -1 1
Ag 0.111 -0.170 1.060
N 1.845 -0.297 2.819
N 2.070 0.629 3.827
C 1.084 1.426 4.285
N 1.365 2.141 5.416
S -0.417 1.549 3.608
H 1.899 -1.251 3.158
H 2.449 -0.238 1.979
H 2.942 0.595 4.350
H 2.323 2.341 5.657
H 0.694 2.863 5.626
Cl -2.449 -4.135 -1.845
C -2.198 -4.085 -0.133
C -2.525 -5.231 0.568
C -2.352 -5.284 1.929
Cl -2.802 -6.738 2.778
C -1.816 -4.195 2.629
C -1.612 -4.187 4.023
C -1.091 -3.073 4.621
C -0.744 -1.983 3.815
N -0.915 -1.961 2.514
C -1.459 -3.020 1.900
C -1.685 -2.909 0.463
O -1.445 -1.845 -0.169
H -2.928 -6.077 0.033
H -1.879 -5.060 4.602
H -0.945 -3.025 5.692
H -0.331 -1.092 4.268
C -2.435 5.858 0.505
Si -1.426 4.348 -0.119
C -0.640 4.878 -1.781
C -0.022 4.043 1.125
C -2.661 2.904 -0.205
Te -1.969 0.837 -0.468
C -1.177 1.256 -2.437
Si -2.385 0.530 -3.700
C -1.992 0.994 -5.519
C -4.131 1.242 -3.355
C -2.370 -1.351 -3.480
H -1.798 6.721 0.670
H -2.925 5.627 1.446
H -3.205 6.153 -0.201
H 0.021 5.726 -1.619
H -1.386 5.184 -2.508
H -0.041 4.089 -2.224
H 0.685 4.868 1.145
H 0.524 3.140 0.867
H -0.407 3.908 2.131
H -3.400 3.086 -0.982
H -3.206 2.872 0.737
H -0.192 0.808 -2.497
H -1.066 2.329 -2.503
H -2.108 2.059 -5.703
H -2.668 0.470 -6.189
H -0.979 0.719 -5.794
H -4.189 2.299 -3.601
H -4.380 1.126 -2.303
H -4.894 0.729 -3.934
H -1.623 -1.829 -4.106
H -3.327 -1.816 -3.697
H -2.118 -1.573 -2.448
C 4.569 -2.851 -0.904
Si 3.001 -2.455 0.141
C 3.501 -2.956 1.937
C 1.703 -3.792 -0.299
N 2.508 -0.832 0.179
C 2.663 0.124 -0.772
C 3.048 -0.095 -2.113
C 3.230 0.955 -2.988
C 3.054 2.271 -2.582
C 2.651 2.517 -1.277
C 2.451 1.472 -0.403
H 5.125 -3.700 -0.516
H 5.238 -1.995 -0.918
H 4.312 -3.077 -1.935
H 4.051 -3.893 1.918
H 2.619 -3.124 2.551
H 4.132 -2.225 2.438
H 2.119 -4.796 -0.252
H 1.281 -3.654 -1.289
H 0.878 -3.752 0.407
H 3.187 -1.111 -2.449
H 3.515 0.755 -4.016
H 3.217 3.089 -3.273
H 2.491 3.533 -0.936
H 2.154 1.665 0.625
*
```

Results
LUMO level: 2.138 eV
Kohn-Sham gap: 6.23 eV
Electronic energy: -109038.2058 eV

Entry 2:
DFT (ωB97M-V/def2-TZVPD) results for a structure of composition C27H45BCaN7SeSi3.

Structure (ORCA input):
```
! RIJCOSX wB97M-V def2-TZVPD def2/J DEFGRID3
* xyz -1 1
Ca 0.291 0.212 -0.432
B 1.717 2.548 1.937
N 2.270 1.111 2.124
C 3.071 0.653 3.094
C 3.458 -0.637 2.782
C 2.819 -0.898 1.569
N 2.111 0.159 1.176
N 0.156 2.569 2.001
C -0.619 3.356 2.756
C -1.929 3.240 2.325
C -1.854 2.328 1.274
N -0.597 1.929 1.082
H 2.133 3.245 2.831
H 2.048 2.949 0.839
H 3.317 1.280 3.935
H 4.091 -1.294 3.352
H 2.829 -1.792 0.965
H -0.183 3.947 3.544
H -2.803 3.720 2.728
H -2.646 1.944 0.651
C -0.279 5.691 -2.925
C -1.198 5.010 -3.718
C -1.474 3.678 -3.479
C -0.830 3.022 -2.432
C 0.094 3.693 -1.647
C 0.369 5.031 -1.894
N -1.038 1.633 -2.139
N -1.826 1.072 -2.910
C -2.022 -0.320 -2.691
C -2.570 -1.037 -3.733
C -2.764 -2.400 -3.562
C -2.439 -2.971 -2.348
C -1.915 -2.166 -1.341
N -1.699 -0.866 -1.517
H -0.065 6.735 -3.119
H -1.697 5.522 -4.532
H -2.176 3.132 -4.092
H 0.601 3.184 -0.838
H 1.093 5.546 -1.277
H -2.813 -0.524 -4.653
H -3.167 -3.002 -4.366
H -2.583 -4.027 -2.164
H -1.652 -2.534 -0.345
C -2.256 -0.386 3.843
Si -2.408 -1.735 2.525
C -3.763 -1.110 1.341
C -3.255 -3.183 3.401
C -0.856 -2.141 1.726
Si 0.081 -3.665 1.844
C -1.006 -5.219 1.797
C 1.301 -3.919 0.401
C 1.124 -3.899 3.414
H -3.229 -0.084 4.244
H -1.771 0.504 3.434
H -1.639 -0.745 4.671
H -4.670 -0.819 1.883
H -4.035 -1.887 0.620
H -3.422 -0.245 0.770
H -4.189 -2.838 3.856
H -2.626 -3.593 4.197
H -3.498 -3.994 2.712
H -0.224 -1.253 1.611
H -1.683 -5.206 0.937
H -1.610 -5.332 2.698
H -0.369 -6.105 1.709
H 0.952 -4.725 -0.253
H 2.297 -4.205 0.752
H 1.414 -3.033 -0.230
H 0.484 -3.893 4.301
H 1.841 -3.080 3.519
H 1.681 -4.843 3.399
C 3.077 1.968 -2.172
Si 3.427 0.199 -2.712
C 3.997 0.285 -4.503
C 4.865 -0.434 -1.686
Se 1.625 -1.111 -2.543
H 3.968 2.593 -2.295
H 2.796 2.024 -1.117
H 2.279 2.409 -2.776
H 4.903 0.891 -4.600
H 3.217 0.727 -5.127
H 4.205 -0.715 -4.888
H 5.770 0.155 -1.864
H 5.077 -1.478 -1.922
H 4.623 -0.372 -0.622
*
```

Results
Energy above the lowest of the compared OMol25 structures with the same formula, charge and spin: 22.1 kcal per mole
LUMO level: 1.002 eV
Kohn-Sham gap: 4.54 eV
Electronic energy: -147262.5906 eV

Entry 3:
DFT (ωB97M-V/def2-TZVPD) results for a cluster of 3 separate species, C27H45Br2ClF10N2O4S in total at a distorted geometry.

Structure (ORCA input):
```
! RIJCOSX wB97M-V def2-TZVPD def2/J DEFGRID3
* xyz 0 3
C 3.581 -5.864 2.854
C 2.661 -4.630 3.030
Br 3.822 -3.308 3.966
C 1.414 -4.930 3.949
Br 1.195 -3.429 5.226
C 0.068 -4.970 3.115
F -0.239 -3.690 2.839
C -0.960 -5.695 3.989
C -2.347 -5.943 3.388
C -3.142 -4.749 2.856
F -2.571 -4.315 1.719
F -4.335 -5.282 2.465
C -3.502 -3.645 3.884
F -2.567 -3.424 4.781
F -4.518 -4.115 4.589
S -4.025 -1.960 3.198
F -3.451 -1.240 4.510
F -5.429 -2.056 3.955
F -4.669 -2.600 1.911
F -2.618 -1.729 2.519
F -4.482 -0.536 2.663
O 0.357 -5.799 1.977
C 0.210 -5.238 0.760
O 0.775 -4.341 0.321
Cl -0.954 -6.106 -0.290
H 4.561 -5.463 2.581
H 3.210 -6.561 2.096
H 3.723 -6.329 3.836
H 2.418 -4.155 2.079
H 1.547 -5.848 4.523
H -0.986 -5.189 4.959
H -0.516 -6.675 4.212
H -2.268 -6.656 2.557
H -2.972 -6.453 4.134
C -1.636 -1.890 -0.512
C -1.102 -1.673 -1.948
C 0.183 -0.840 -1.896
C -0.066 0.631 -1.574
C -1.104 1.231 -2.521
C -2.402 0.421 -2.586
N -2.153 -1.035 -2.797
O -1.837 -1.215 -4.043
C -3.216 0.637 -1.293
C -3.293 1.004 -3.687
C -0.762 -3.082 -2.442
H -1.182 -2.768 -0.053
H -1.417 -1.060 0.160
H -2.714 -2.062 -0.511
H 0.702 -0.901 -2.859
H 0.866 -1.264 -1.155
H -0.388 0.750 -0.535
H 0.871 1.186 -1.663
H -1.322 2.258 -2.213
H -0.659 1.302 -3.519
H -4.096 -0.007 -1.274
H -3.566 1.669 -1.232
H -2.648 0.466 -0.381
H -2.796 1.028 -4.657
H -3.563 2.033 -3.446
H -4.218 0.432 -3.789
H -1.657 -3.708 -2.485
H -0.052 -3.556 -1.769
H -0.297 -3.081 -3.428
C 2.316 7.704 -2.310
C 3.146 6.406 -2.473
C 2.360 5.399 -3.321
C 1.187 4.766 -2.574
C 1.647 4.168 -1.246
C 2.429 5.156 -0.375
N 3.507 5.852 -1.135
O 4.493 5.022 -1.290
C 1.461 6.188 0.238
C 2.987 4.408 0.840
C 4.390 6.847 -3.250
H 2.492 8.389 -3.140
H 1.241 7.529 -2.295
H 2.593 8.240 -1.402
H 3.029 4.599 -3.657
H 1.992 5.889 -4.226
H 0.394 5.501 -2.406
H 0.743 3.982 -3.193
H 0.775 3.799 -0.700
H 2.266 3.291 -1.461
H 2.008 6.960 0.782
H 0.789 5.704 0.948
H 0.817 6.675 -0.491
H 3.608 3.558 0.557
H 2.170 4.013 1.446
H 3.581 5.071 1.472
H 4.973 7.572 -2.678
H 4.097 7.315 -4.190
H 5.040 6.011 -3.508
*
```

Results
Expectation value of S²: 2.01
LUMO level (alpha / beta): 0.100 / 0.100 eV
Kohn-Sham gap (alpha / beta): 8.57 / 9.35 eV
Electronic energy: -230511.0365 eV

Entry 4:
DFT (ωB97M-V/def2-TZVPD) results for a structure of composition C27H45BrN2O2P2Pt at a distorted geometry.

Structure (ORCA input):
```
! RIJCOSX wB97M-V def2-TZVPD def2/J DEFGRID3
* xyz 2 3
N -2.729 -6.812 3.239
C -1.584 -6.392 3.772
C -0.838 -5.351 3.193
C -1.400 -4.665 2.086
C -2.564 -5.171 1.492
C -3.206 -6.258 2.132
C -0.868 -3.308 1.746
Pt -0.685 -2.720 -0.165
P -0.401 3.908 -0.241
C -1.847 -2.235 1.369
C -1.573 -0.813 1.708
C -2.395 0.173 1.105
C -2.042 1.508 1.242
C -0.795 1.863 1.848
C -0.075 0.878 2.582
C -0.479 -0.449 2.528
Br 0.767 2.034 0.058
H 0.064 -3.005 2.284
H -2.903 -2.491 1.239
H 0.097 -5.032 3.648
H -2.954 -4.715 0.588
H -1.227 -6.890 4.683
H -4.136 -6.641 1.710
H -3.260 -0.141 0.521
H 0.115 -1.208 3.026
H -2.759 2.249 0.906
H 0.801 1.140 3.167
P 0.167 -1.609 -1.844
C -0.174 4.292 1.529
C -0.798 5.388 2.382
H 0.920 4.310 1.699
H -0.518 3.101 2.046
H -0.490 5.184 3.426
H -0.393 6.386 2.148
H -1.901 5.393 2.340
C -1.878 3.663 -1.275
C -2.777 4.863 -1.682
H -2.535 2.907 -0.826
H -1.521 3.241 -2.232
H -3.743 4.452 -2.020
H -3.008 5.591 -0.892
H -2.388 5.413 -2.554
C 0.848 4.597 -1.387
C 1.754 5.755 -0.985
H 0.256 4.837 -2.288
H 1.527 3.755 -1.663
H 2.653 5.684 -1.612
H 1.320 6.733 -1.211
H 2.061 5.713 0.065
C 1.793 -0.854 -2.109
C 2.104 -0.693 -3.615
H 2.561 -1.465 -1.606
H 1.811 0.134 -1.612
H 2.420 -1.642 -4.067
H 1.229 -0.337 -4.172
H 2.904 0.036 -3.794
C -0.923 -0.185 -2.294
C -2.211 -0.638 -2.946
H -0.376 0.559 -2.893
H -1.091 0.283 -1.314
H -2.034 -1.431 -3.697
H -2.907 -1.014 -2.178
H -2.695 0.219 -3.451
C 0.251 -3.150 -2.900
C 1.457 -3.984 -2.473
H 0.304 -2.794 -3.937
H -0.673 -3.725 -2.714
H 1.189 -4.690 -1.678
H 1.835 -4.552 -3.335
H 2.294 -3.375 -2.101
N 4.643 -0.589 0.514
C 4.239 -0.123 1.865
C 3.026 -1.013 2.197
O 2.466 -0.748 3.288
O 2.738 -1.894 1.324
H 4.077 -1.477 0.383
H 5.667 -0.713 0.461
H 4.370 0.101 -0.173
H 5.064 -0.283 2.559
H 3.963 0.934 1.835
*
```

Results
Energy above the lowest of the compared OMol25 structures with the same formula, charge and spin: 27.7 kcal per mole
Expectation value of S²: 2.02
LUMO level (alpha / beta): -6.148 / -7.343 eV
Kohn-Sham gap (alpha / beta): 6.82 / 5.49 eV
Electronic energy: -127650.3936 eV

Entry 5:
DFT (ωB97M-V/def2-TZVPD) results for a structure of composition C27H45CeCl2N2OP at a distorted geometry.

Structure (ORCA input):
```
! RIJCOSX wB97M-V def2-TZVPD def2/J DEFGRID3
* xyz 0 1
P 0.071 -0.735 -0.853
C 1.625 -0.126 -1.785
C 1.894 -0.544 -3.244
C 3.291 -0.099 -3.694
C 3.575 1.389 -3.446
C 3.191 1.836 -2.031
C 1.773 1.394 -1.645
C -1.342 0.136 -1.772
C -1.235 0.280 -3.294
C -2.542 0.828 -3.877
C -2.970 2.148 -3.228
C -2.929 2.107 -1.694
C -1.632 1.503 -1.133
C -0.095 -2.425 -1.648
C 1.108 -3.317 -1.292
C 1.017 -4.700 -1.952
C -0.319 -5.401 -1.687
C -1.525 -4.506 -1.987
C -1.434 -3.117 -1.332
H 2.400 -0.605 -1.156
H 1.149 -0.092 -3.910
H 1.805 -1.629 -3.379
H 3.428 -0.334 -4.757
H 4.029 -0.690 -3.137
H 4.641 1.585 -3.609
H 3.027 1.996 -4.179
H 3.892 1.393 -1.312
H 3.274 2.926 -1.939
H 1.555 1.708 -0.615
H 1.050 1.898 -2.304
H -2.195 -0.529 -1.554
H -3.328 0.080 -3.718
H -0.997 -0.677 -3.780
H -0.424 0.979 -3.537
H -2.434 0.956 -4.961
H -3.986 2.397 -3.552
H -2.319 2.957 -3.584
H -3.067 3.116 -1.288
H -3.773 1.501 -1.337
H -1.707 1.399 -0.041
H -0.791 2.181 -1.334
H -0.079 -2.227 -2.733
H 2.052 -2.840 -1.595
H 1.162 -3.437 -0.199
H 1.152 -4.588 -3.035
H 1.842 -5.328 -1.596
H -0.357 -5.706 -0.633
H -0.381 -6.317 -2.284
H -2.446 -5.001 -1.660
H -1.607 -4.372 -3.073
H -2.277 -2.510 -1.691
H -1.565 -3.201 -0.243
Ce -0.067 -0.461 2.658
Cl -2.432 -0.824 1.686
Cl 2.368 0.165 2.051
C -0.543 1.516 3.492
H -0.808 1.211 4.541
C -0.532 2.952 3.266
C -1.168 3.900 4.121
C -1.298 5.227 3.728
C -0.731 5.701 2.533
C -0.010 4.797 1.726
C 0.138 3.471 2.111
H -1.566 3.534 5.070
H -1.858 5.920 4.362
H 0.441 5.122 0.787
H 0.761 2.767 1.559
H -0.837 6.739 2.238
C -0.766 -2.559 7.193
N 0.329 -1.612 7.069
C 0.696 -0.945 5.975
N 1.723 -0.059 6.152
O 0.174 -1.109 4.812
H -1.379 -2.620 6.286
H -1.394 -2.265 8.035
H -0.377 -3.549 7.441
H 0.833 -1.337 7.909
H 1.961 0.615 5.432
H 2.100 0.062 7.082
*
```

Results
LUMO level (alpha / beta): -0.194 / -0.196 eV
Kohn-Sham gap (alpha / beta): 5.93 / 5.91 eV
Electronic energy: -81022.2624 eV

Among the records above, which one has the lowest electronic energy?
C27H45Br2ClF10N2O4S

Which of these has the highest electronic energy?
C27H45CeCl2N2OP

What is the electronic energy in the third record?
-230511.0365 eV